One molecule with the formula C4H8OS, computed with ωB97M-V/def2-TZVPD.

```
14
Properties=species:S:1:pos:R:3:lowdin_charge:R:1
C 1.651 1.689 -0.867 -0.36
S -0.177 1.560 -0.574 0.83
C -0.328 0.208 0.560 -0.60
C -1.729 -0.473 0.587 -0.09
C -0.504 -1.149 0.008 -0.40
O 0.064 -2.194 0.806 -0.02
H 2.196 2.114 -0.025 0.03
H 2.010 0.697 -1.104 0.03
H 1.638 2.397 -1.674 0.01
H 0.201 0.317 1.588 0.15
H -2.406 0.051 -0.086 0.09
H -2.159 -0.950 1.425 0.09
H -0.297 -1.224 -1.120 0.16
H -0.161 -3.043 0.476 0.07
```

Summary:
- Calculated total energy: -630.5747 hartree
- ΔE to the lowest compared entry with this formula, charge and spin: 158.2 kJ/mol
- Spin multiplicity: 1
- Orbital gap: 9.55 eV
- SMILES: CS[C@H]1C[C@@H]1O
- Maximum force: 3.0 eV/A